Below is a single C5H4FNS molecule at a distorted geometry, with properties calculated with wB97M-V/def2-TZVPD.

Bonds (Å) are listed after each position.
Element x y z (Å)
1 N -3.320 -0.663 -0.159  C2 1.156
2 C -2.173 -0.515 -0.172  N1 1.156, C3 1.450
3 C -0.732 -0.368 -0.105  C2 1.450, C4 1.350, C7 1.484
4 C 0.084 -1.402 -0.405  C3 1.350, S5 1.739, H9 1.104
5 S 1.788 -1.053 -0.424  C4 1.739, C6 1.822
6 C 1.469 0.560 0.361  S5 1.822, C7 1.533, H10 1.100, H11 1.088
7 C -0.009 0.904 0.139  C3 1.484, C6 1.533, F8 1.382, H12 1.108
8 F -0.086 1.678 -1.003  C7 1.382
9 H -0.292 -2.401 -0.685  C4 1.104
10 H 1.612 0.393 1.438  C6 1.100
11 H 2.084 1.392 0.023  C6 1.088
12 H -0.425 1.475 0.992  C7 1.108

The calculation puts the energy above the lowest of the compared OMol25 structures with the same formula, charge and spin at 68.8 kJ/mol. The calculation puts the strongest force on any atom at 0.0263 Eh/bohr. For the total energy, the calculation gives -20291.7965 eV. As for the HOMO energy: -9.17 eV. As for the net charge: 0.